Molecular formula: C4H13NOS
Method: DFT, ωB97M-V/def2-TZVPD

Each line ends with the natural charge from an NBO analysis.
Cartesian coordinates (Å):
C1 -1.055 1.056 0.644  -0.422
C2 -1.245 -0.433 0.926  -0.586
S1 0.078 -1.069 2.000  -0.032
C3 0.243 1.458 -0.091  -0.224
N1 0.763 0.344 -0.896  -0.665
C4 2.102 0.592 -1.392  -0.412
H1 -1.102 1.642 1.561  0.212
H2 -1.928 1.519 0.137  0.226
H3 -2.158 -0.572 1.518  0.226
H4 -1.460 -0.914 -0.025  0.264
H5 0.311 0.574 3.056  0.125
H6 1.103 1.878 0.503  0.168
H7 0.026 2.330 -0.744  0.197
H8 0.738 -0.415 -0.225  0.376
H9 2.797 0.663 -0.558  0.171
H10 2.423 -0.191 -2.082  0.206
H11 2.238 1.544 -1.874  0.199
H12 -0.967 -1.833 -2.644  0.462
H13 -0.521 -0.394 -2.148  0.495
O1 -1.162 -0.896 -2.701  -0.987

Forces on the atoms, in the same order (eV/Å):
-0.133 1.392 0.015
-1.115 1.212 1.059
0.635 2.782 1.702
0.716 0.878 -0.775
-1.043 0.673 -0.210
0.422 -0.544 0.564
0.286 -0.308 0.496
0.385 -0.886 -0.345
0.071 0.208 -0.284
0.791 -0.689 0.001
-0.547 -3.374 -2.234
-0.920 -0.606 0.437
-0.087 -0.580 0.042
0.716 -0.361 -0.354
0.421 -0.298 0.257
-0.044 0.049 0.124
-0.618 0.444 -0.514
0.242 0.066 0.129
0.090 -0.424 -0.109
-0.268 0.366 0.000

## Properties
Frontier orbital gap: 8.11 eV
Electronic energy: -688.2770 a.u.
Relative energy (zero: lowest compared OMol25 entry of this formula, charge and spin): 293.2 kJ/mol
HOMO level: -0.3337 hartree



Molecular formula: C4H13NOS
Method: DFT, ωB97M-V/def2-TZVPD

Each line ends with the natural charge from an NBO analysis.
Cartesian coordinates (Å):
C1 -1.241 -1.369 -0.975  -0.212
C2 0.170 -0.714 -1.071  -0.436
C3 0.071 0.543 -1.976  -0.629
S1 -0.062 2.123 -1.148  0.858
C4 -0.187 1.966 0.655  -0.841
N1 -1.109 -2.057 0.288  -0.886
H1 -1.923 -0.543 -0.788  0.186
H2 -1.340 -2.036 -1.813  0.203
H3 0.475 -0.600 -0.098  0.242
H4 0.912 -1.371 -1.504  0.238
H5 0.861 0.623 -2.814  0.312
H6 -0.889 0.537 -2.663  0.306
H7 0.915 2.154 1.038  0.296
H8 -0.408 0.992 1.167  0.294
H9 -0.804 2.719 1.077  0.281
H10 -1.994 -2.202 0.910  0.407
H11 -0.435 -2.778 0.177  0.377
H12 3.035 0.962 3.466  0.477
H13 1.577 0.852 2.984  0.442
O1 2.377 0.199 3.089  -0.916

Forces on the atoms, in the same order (eV/Å):
2.033 0.529 1.922
-1.368 0.349 -3.594
-0.191 -0.423 -1.320
-0.196 -0.005 0.485
2.924 -1.607 0.880
-2.771 0.229 1.844
-0.615 -0.285 -0.812
-1.002 0.123 -0.635
0.822 1.110 2.233
0.039 -0.334 -0.345
-0.742 0.276 1.503
1.329 -0.018 1.351
-1.820 -0.020 -0.903
-0.175 0.473 -1.263
-0.606 0.951 -0.114
2.483 -0.291 -2.025
-0.131 -1.088 0.751
-1.856 -3.102 -1.216
1.828 -2.195 0.321
0.015 5.325 0.940

## Properties
Frontier orbital gap (spin up / spin down): 9.20 / 4.53 eV
Electronic energy: -687.9940 a.u.
Relative energy (zero: lowest compared OMol25 entry of this formula, charge and spin): 230.7 kJ/mol
⟨S²⟩: 0.753
2S+1: 2
Charge: +1
HOMO level (spin up / spin down): -0.4612 / -0.4611 hartree



Molecular formula: C4H13NOS2
Method: DFT, ωB97M-V/def2-TZVPD

Each line ends with the natural charge from an NBO analysis.
Cartesian coordinates (Å):
S1 -4.479 0.328 1.259  -0.123
S2 -2.896 1.088 0.350  0.082
C1 -1.405 0.482 1.215  -0.530
C2 -0.484 -0.281 0.280  -0.416
C3 0.183 0.586 -0.803  -0.219
N1 1.575 0.262 -0.930  -0.623
C4 2.224 0.926 -2.024  -0.408
H1 -4.759 -0.814 0.591  0.114
H2 -1.668 -0.013 2.143  0.237
H3 -0.891 1.404 1.496  0.215
H4 -0.948 -1.121 -0.200  0.215
H5 0.302 -0.752 0.895  0.191
H6 -0.364 0.395 -1.718  0.197
H7 -0.006 1.657 -0.610  0.153
H8 2.058 0.422 -0.052  0.357
H9 3.259 0.628 -2.114  0.203
H10 2.217 2.015 -1.973  0.161
H11 1.695 0.737 -2.961  0.193
H12 0.975 -2.661 2.313  0.461
H13 1.609 -2.424 1.001  0.468
O1 1.804 -2.863 1.843  -0.926

Forces on the atoms, in the same order (eV/Å):
-1.110 -0.512 0.845
0.780 0.417 -0.721
0.093 0.536 -0.347
0.806 -0.119 0.639
-0.800 0.127 0.649
0.049 -0.513 0.020
-0.039 0.569 -0.589
0.304 0.110 -0.112
-0.207 -0.314 -0.101
0.052 0.007 0.143
-0.613 -0.384 -0.162
-0.032 0.409 -0.068
0.268 -0.099 -0.551
0.141 0.031 0.191
-0.044 0.056 -0.127
0.190 -0.270 -0.075
0.006 0.430 0.361
0.116 -0.459 0.055
0.521 -0.343 0.151
0.478 -0.239 -0.071
-0.958 0.558 -0.128

## Properties
Frontier orbital gap: 9.67 eV
Electronic energy: -1086.5458 a.u.
Relative energy (zero: lowest compared OMol25 entry of this formula, charge and spin): 93.2 kJ/mol
Structure (SMILES): CNCCCSS.O
HOMO level: -0.3347 hartree



Molecular formula: C4H13NOS2
Method: DFT, ωB97M-V/def2-TZVPD

Each line ends with the natural charge from an NBO analysis.
Cartesian coordinates (Å):
C1 1.909 1.257 0.263  -0.066
O1 2.472 1.342 1.572  -0.728
C2 1.887 -0.210 -0.107  -0.232
N1 1.134 -0.414 -1.357  -0.828
H1 0.875 1.599 0.263  0.157
H2 2.509 1.843 -0.434  0.164
H3 2.356 2.235 1.906  0.469
H4 2.899 -0.591 -0.232  0.192
H5 1.425 -0.730 0.742  0.169
H6 0.154 -0.278 -1.132  0.345
H7 1.228 -1.391 -1.609  0.354
C3 -2.299 1.115 -1.096  -0.744
S1 -1.956 0.826 0.673  0.062
S2 -2.829 -1.019 0.949  0.089
C4 -1.375 -2.104 0.969  -0.742
H8 -2.205 0.171 -1.620  0.224
H9 -3.300 1.519 -1.212  0.223
H10 -1.564 1.818 -1.481  0.228
H11 -0.692 -1.783 1.746  0.226
H12 -1.753 -3.096 1.191  0.228
H13 -0.875 -2.109 0.006  0.210

Forces on the atoms, in the same order (eV/Å):
0.265 -0.247 0.292
-0.085 0.003 -0.003
-0.230 -0.008 -0.056
0.161 -0.031 0.409
-0.120 0.277 -0.043
-0.106 0.007 -0.222
0.018 0.008 -0.025
0.062 0.018 0.009
0.159 -0.056 0.010
-0.061 0.046 -0.156
-0.046 0.019 -0.208
0.033 -0.054 0.312
-0.190 -0.209 -0.171
0.203 0.225 0.123
-0.215 0.239 -0.105
-0.019 -0.061 -0.156
-0.018 -0.012 -0.090
0.063 0.094 0.012
0.085 -0.027 0.107
0.002 -0.198 0.050
0.037 -0.032 -0.088

## Properties
Frontier orbital gap: 9.58 eV
Electronic energy: -1086.5528 a.u.
Relative energy (zero: lowest compared OMol25 entry of this formula, charge and spin): 74.8 kJ/mol
Structure (SMILES): CSSC.NCCO
HOMO level: -0.3286 hartree



Molecular formula: C4H13NS
Method: DFT, ωB97M-V/def2-TZVPD

Each line ends with the natural charge from an NBO analysis.
Cartesian coordinates (Å):
C1 -0.470 2.980 -1.121  -0.615
C2 -0.116 1.599 -1.816  -0.520
S1 1.612 1.091 -1.739  -0.038
H1 -0.722 2.838 -0.118  0.202
H2 0.498 3.410 -1.014  0.211
H3 -1.139 3.586 -1.680  0.215
H4 -0.615 0.905 -1.198  0.213
H5 -0.432 1.679 -2.833  0.228
C3 1.139 -2.046 1.144  -0.641
C4 -0.382 -2.324 0.961  -0.226
N1 -1.457 -1.350 1.262  -0.831
H6 1.625 -1.685 0.184  0.220
H7 1.555 -2.993 1.631  0.222
H8 1.271 -1.180 1.714  0.202
H9 -0.680 -3.156 1.577  0.181
H10 -0.607 -2.757 -0.049  0.180
H11 1.825 1.204 -0.448  0.107
H12 -1.777 -1.465 2.214  0.350
H13 -1.129 -0.336 1.330  0.340

Forces on the atoms, in the same order (eV/Å):
2.264 -1.506 -1.273
-0.343 1.862 1.755
0.439 0.061 -1.267
-1.163 -0.365 1.489
0.650 1.300 -0.302
-0.562 0.442 -0.276
-1.073 -1.301 -0.288
-0.071 -0.658 -0.599
-0.674 -1.197 -1.452
-0.774 -0.804 -0.906
1.090 2.538 0.339
-0.413 -1.240 0.810
0.058 1.649 -0.922
0.224 1.032 1.733
0.314 -0.489 0.472
0.506 0.729 0.470
-0.151 0.131 0.786
-0.074 -0.444 0.138
-0.248 -1.742 -0.707

## Properties
Frontier orbital gap: 9.89 eV
Electronic energy: -613.0795 a.u.
Relative energy (zero: lowest compared OMol25 entry of this formula, charge and spin): 129.9 kJ/mol
Structure (SMILES): CCN.CCS
HOMO level: -0.3324 hartree



Molecular formula: C4H13NS
Method: DFT, ωB97M-V/def2-TZVPD

Each line ends with the natural charge from an NBO analysis.
Cartesian coordinates (Å):
C1 -0.233 -1.738 0.879  -0.620
C2 -0.843 -1.230 -0.413  -0.211
N1 0.052 -0.273 -1.071  -0.602
C3 -0.450 0.275 -2.325  -0.417
H1 0.118 -0.934 1.520  0.224
H2 -0.963 -2.333 1.424  0.222
H3 0.600 -2.397 0.626  0.205
H4 -1.046 -2.049 -1.114  0.178
H5 -1.791 -0.712 -0.257  0.199
H6 1.004 -0.608 -1.173  0.384
H7 0.302 0.848 -0.213  0.252
H8 -0.680 -0.505 -3.051  0.188
H9 0.271 0.993 -2.708  0.221
H10 -1.361 0.833 -2.109  0.207
C4 1.016 1.940 2.153  -0.712
S1 0.805 2.220 0.330  -0.335
H11 1.814 1.233 2.381  0.197
H12 1.280 2.914 2.547  0.219
H13 0.104 1.525 2.574  0.200

Forces on the atoms, in the same order (eV/Å):
-0.095 -0.357 -0.313
0.207 0.175 -0.522
-0.141 -0.104 0.066
-0.148 0.114 0.374
-0.001 0.108 -0.020
-0.006 -0.014 0.070
0.106 0.059 0.209
-0.107 -0.166 0.199
0.034 0.049 0.146
-0.115 -0.289 0.002
0.493 1.071 0.405
0.092 0.015 -0.183
0.085 -0.098 -0.176
-0.059 -0.037 -0.013
0.021 -0.416 -0.949
-0.180 -0.597 0.343
0.129 0.109 -0.165
-0.181 0.008 0.346
-0.131 0.369 0.180

## Properties
Frontier orbital gap: 8.49 eV
Electronic energy: -613.1009 a.u.
Relative energy (zero: lowest compared OMol25 entry of this formula, charge and spin): 73.7 kJ/mol
Structure (SMILES): CCNC.CS
HOMO level: -0.2812 hartree



Molecular formula: C4H13NS
Method: DFT, ωB97M-V/def2-TZVPD

Each line ends with the natural charge from an NBO analysis.
Cartesian coordinates (Å):
C1 -0.624 -1.157 3.864  -0.854
S1 0.997 -1.814 3.593  0.925
C2 1.327 -1.576 1.853  -0.814
H1 -0.769 -1.144 4.947  0.284
H2 -1.470 -1.736 3.488  0.306
H3 -0.754 -0.163 3.428  0.290
H4 1.667 -0.548 1.730  0.289
H5 2.065 -2.347 1.630  0.282
H6 0.468 -1.786 1.214  0.289
C3 -0.628 1.863 -3.440  -0.630
C4 -0.677 1.035 -2.143  -0.216
N1 0.534 0.277 -1.823  -0.863
H7 -1.155 2.797 -3.237  0.220
H8 0.366 2.142 -3.783  0.211
H9 -1.153 1.355 -4.243  0.217
H10 -0.891 1.697 -1.303  0.176
H11 -1.480 0.308 -2.274  0.179
H12 1.205 0.280 -2.561  0.368
H13 0.972 0.518 -0.941  0.343

Forces on the atoms, in the same order (eV/Å):
-0.432 0.272 0.614
-0.621 0.052 -0.426
-0.296 -0.763 0.213
0.171 0.237 -0.057
0.364 -0.541 -0.431
0.354 0.053 0.050
0.251 -0.009 -0.156
0.422 0.437 -0.120
-0.232 0.253 0.247
-0.335 0.262 0.449
0.336 -0.125 -0.294
-0.103 -0.417 0.578
-0.050 0.030 -0.276
0.196 -0.154 0.150
0.092 -0.032 -0.147
-0.219 -0.105 0.012
-0.261 0.205 0.323
0.419 0.049 -0.280
-0.057 0.297 -0.446

## Properties
Frontier orbital gap (spin up / spin down): 8.19 / 2.93 eV
Electronic energy: -612.7938 a.u.
Relative energy (zero: lowest compared OMol25 entry of this formula, charge and spin): 135.4 kJ/mol
⟨S²⟩: 0.753
2S+1: 2
Charge: +1
HOMO level (spin up / spin down): -0.4243 / -0.4241 hartree



Molecular formula: C4H13P3
Method: DFT, ωB97M-V/def2-TZVPD

Each line ends with the natural charge from an NBO analysis.
Cartesian coordinates (Å):
C1 -2.838 -1.120 -0.007  -0.615
C2 1.961 1.326 -1.231  -0.981
C3 -2.476 0.179 0.734  -0.682
C4 0.310 -0.232 0.688  -0.979
P1 3.287 -1.032 0.559  0.021
P2 -0.911 1.176 0.473  0.572
P3 2.019 0.756 0.471  0.524
H1 -3.586 -1.610 0.721  0.209
H2 -3.298 -1.057 -1.019  0.214
H3 -2.050 -1.812 -0.026  0.206
H4 2.162 2.367 -1.189  0.239
H5 0.948 1.248 -1.607  0.241
H6 2.461 0.834 -2.030  0.238
H7 -2.223 -0.104 1.867  0.213
H8 -3.323 0.794 0.884  0.224
H9 0.453 -0.419 1.758  0.237
H10 0.253 -1.232 0.121  0.230
H11 4.428 -0.361 0.600  -0.027
H12 3.275 -1.040 -0.870  -0.015
H13 -0.853 1.339 -0.898  -0.068

Forces on the atoms, in the same order (eV/Å):
-2.280 0.224 1.416
-1.103 -0.160 -0.601
1.647 -1.006 2.102
1.799 0.580 -0.806
-1.989 -0.975 -0.898
-0.506 -1.304 0.964
-1.281 -1.097 1.380
0.689 0.500 -1.434
0.368 0.344 0.793
1.347 -0.784 -0.243
0.520 0.963 -0.340
-0.476 0.111 0.228
1.236 -0.473 -0.280
-0.583 0.252 -2.171
-0.908 0.892 -0.254
-0.540 -0.175 -0.094
-0.115 1.675 0.645
2.101 1.174 0.115
0.246 -0.531 0.258
-0.171 -0.210 -0.782

## Properties
Frontier orbital gap: 9.59 eV
Electronic energy: -1184.1785 a.u.
Relative energy (zero: lowest compared OMol25 entry of this formula, charge and spin): 132.3 kJ/mol
Structure (SMILES): CCPCP(C)#[PH2]
HOMO level: -0.3126 hartree